[1]
Here is a 2-piece molecular cluster, C7H18 overall at a distorted geometry from the OMol25 dataset. Energies are from wB97M-V/def2-TZVPD.

Results
Energy above the lowest of the compared OMol25 structures with the same formula, charge and spin: 23.0 kcal/mol
SMILES string: CC(C)C.CCC
HOMO: -10.8 eV
LUMO energy: 1.105 eV

```
! RIJCOSX wB97M-V def2-TZVPD def2/J DEFGRID3
* xyz 0 1
C 0.23372 1.03300 1.26560
C 0.27375 -0.38192 1.95338
C -1.08417 1.33608 0.61514
C 0.64241 2.14917 2.25797
H 1.00513 0.83292 0.52306
H 0.77646 -0.46602 2.90747
H 1.03552 -0.92484 1.34873
H -1.94099 1.11492 1.28627
H -1.05989 2.37729 0.26434
H -1.25089 0.81294 -0.30043
H 1.54302 1.81356 2.77107
H 0.87081 3.00188 1.62874
H -0.15073 2.46409 2.91565
H -0.67426 -0.92555 1.93961
C -0.12553 -1.11512 -2.49320
C 1.30771 -1.15323 -1.91499
C -1.26552 -1.56860 -1.56195
H -0.14641 -1.78537 -3.37221
H -0.42712 -0.14848 -2.90515
H 1.83829 -2.09831 -2.08211
H 1.98333 -0.38175 -2.29035
H -2.31161 -1.44127 -1.88328
H -1.10474 -0.95487 -0.67517
H 1.33422 -0.96223 -0.83172
H -1.30252 -2.62830 -1.36644
*
```

---

[2]
Here is C7H18BF4I2OP2Y as an isolated structure at a distorted geometry from the OMol25 dataset. Energies are from wB97M-V/def2-TZVPD.

Results
Energy above the lowest of the compared OMol25 structures with the same formula, charge and spin: 24.0 kcal/mol
HOMO (spin up / spin down): -15.6 / -15.6 eV
LUMO energy (spin up / spin down): -11.816 / -11.778 eV

```
! RIJCOSX wB97M-V def2-TZVPD def2/J DEFGRID3
* xyz 2 1
I 0.38360 -1.21109 -3.93690
I -0.45132 1.77956 -2.87081
Y 0.01157 -0.14878 -0.79390
P -2.76771 -0.10360 -0.12832
C -3.67374 1.39555 0.35762
C -3.33193 -0.70155 -1.77152
H -4.42690 -0.82745 -1.78452
H -4.37817 -1.52560 1.09346
H -2.79877 -1.65127 -1.97882
H -2.73812 -2.32300 0.81651
H -3.41042 2.19825 -0.32348
H -3.02878 0.05261 -2.50543
C -3.27686 -1.38940 1.09233
H -4.75377 1.24898 0.35072
H -2.92670 -1.03625 2.08346
H -3.37672 1.67201 1.36552
P 2.76895 -0.00232 -0.12059
C 3.62424 1.51950 0.37833
C 3.31774 -1.27964 1.10286
H 2.86394 -1.55048 -1.96412
H 4.47018 -0.68721 -1.76441
H 3.04743 0.15360 -2.49422
C 3.37268 -0.58698 -1.75621
H 2.81329 -2.23151 0.82276
H 4.42365 -1.38016 1.11092
H 4.70897 1.41176 0.37792
H 3.31121 1.78338 1.38383
H 2.95228 -0.94251 2.09363
H 3.33726 2.31442 -0.30297
C -0.03672 2.03355 -0.04897
O -0.05163 2.88112 0.73796
F 0.00751 -0.59160 1.28926
B 0.00197 -0.04276 3.72741
F 0.10303 -1.34605 4.14355
F 1.15160 0.64123 3.52144
F -1.24172 0.47437 3.56849
*
```

---

[3]
Here is an isolated ion of composition C7H18BN2O3 and charge +1 at a distorted geometry from the OMol25 dataset. Energies are from wB97M-V/def2-TZVPD.

Results
Energy above the lowest of the compared OMol25 structures with the same formula, charge and spin: 21.6 kcal/mol
SMILES string: CN(C)B(O)[C@H]1C[C@H](COO)C[NH2+]1
HOMO: -12.4 eV
LUMO energy: -3.230 eV

```
! RIJCOSX wB97M-V def2-TZVPD def2/J DEFGRID3
* xyz 1 1
C 3.33894 -0.40301 0.36389
N 2.64808 0.35739 -0.68459
C 2.43922 1.74485 -0.26394
B 1.45482 -0.35624 -1.12288
O 1.39134 -1.01887 -2.30372
C 0.10941 -0.42724 -0.23264
C -1.15685 -1.11641 -0.71099
C -2.15367 -0.78389 0.42255
C -2.90372 0.54882 0.23636
O -2.90682 0.85060 -1.14763
O -3.89199 1.86293 -1.35101
C -1.25321 -0.74576 1.69759
N 0.14791 -1.01451 1.15593
H 2.99837 -0.12112 1.37447
H 4.41037 -0.20743 0.32742
H 3.19226 -1.47925 0.23698
H 2.20861 2.37379 -1.12260
H 1.65887 1.86378 0.50332
H 3.36582 2.13074 0.16099
H 1.70807 -0.51563 -3.06842
H -0.16641 0.61888 -0.03972
H -1.47655 -0.85624 -1.71203
H -1.01332 -2.20177 -0.67709
H -2.87848 -1.57997 0.57657
H -2.41746 1.36372 0.78862
H -3.93044 0.48231 0.59612
H -3.35578 2.66978 -1.40631
H -1.48627 -1.51073 2.43132
H -1.22009 0.23995 2.15345
H 0.21556 -2.02906 1.05942
H 0.92339 -0.74042 1.75858
*
```

---

[4]
Here is C7H18CeI2NO3P2 as an isolated structure at a distorted geometry from the OMol25 dataset. Energies are from wB97M-V/def2-TZVPD.

Results
HOMO (spin up / spin down): -13.7 / -13.7 eV
LUMO energy (spin up / spin down): -8.007 / -7.956 eV

```
! RIJCOSX wB97M-V def2-TZVPD def2/J DEFGRID3
* xyz 2 2
I 0.00188 -1.29127 -6.29687
I 0.00187 1.41354 -6.39238
Ce -0.00010 0.04155 0.47837
P -2.58523 0.05861 0.17294
C -3.32443 -0.00913 -1.43500
C -3.02251 -1.35944 1.19420
H -4.10631 -1.23632 1.28623
H -4.10207 1.45215 1.17340
H -2.52405 -1.34107 2.17045
H -2.51595 1.61921 2.03888
H -3.00628 -0.93068 -1.92618
H -2.76433 -2.28608 0.66837
C -3.01859 1.56209 1.06631
H -4.37890 0.00330 -1.16334
H -2.75925 2.43946 0.46259
H -3.00470 0.86635 -2.00318
P 2.58598 0.04329 0.18076
C 3.32984 -0.02591 -1.42485
C 3.02501 1.54270 1.07846
H 2.51142 -1.35864 2.17619
H 4.09622 -1.26305 1.29527
H 2.74872 -2.30318 0.67336
C 3.01178 -1.37908 1.20078
H 2.51794 1.60214 2.04842
H 4.10720 1.42518 1.19089
H 4.38354 -0.01711 -1.15002
H 3.01491 0.85127 -1.99366
H 2.77482 2.42243 0.47438
H 3.00996 -0.94587 -1.91748
C 0.00294 -0.04156 -2.01041
O 0.00404 -0.09121 -3.18569
O -0.00729 -0.84486 4.27992
N -0.00588 -0.99032 3.13313
O -0.00220 0.37149 2.45577
*
```

---

[5]
Here is a 4-piece molecular cluster, C7H18Cl4O3 overall at a distorted geometry from the OMol25 dataset. Energies are from wB97M-V/def2-TZVPD.

Results
Energy above the lowest of the compared OMol25 structures with the same formula, charge and spin: 9.8 kcal/mol
SMILES string: ClC(Cl)(Cl)Cl.CCO.CCO.CCO
HOMO: -9.5 eV
LUMO energy: 0.026 eV

```
! RIJCOSX wB97M-V def2-TZVPD def2/J DEFGRID3
* xyz 0 1
C -0.34926 2.99361 -1.51976
C -0.88295 1.70684 -2.12608
O -1.42288 0.79821 -1.20020
H -0.18840 3.70034 -2.35184
H 0.58974 2.79181 -1.06275
H -0.95925 3.46565 -0.80540
H -0.14845 1.14057 -2.69856
H -1.67220 1.91758 -2.82732
H -1.38047 -0.08490 -1.50303
C 0.05032 -3.83423 -2.64931
C -0.08315 -2.68283 -1.75945
O -1.04493 -1.70938 -2.14144
H -0.89064 -4.42037 -2.60706
H 0.79992 -4.49072 -2.23230
H 0.46084 -3.56642 -3.64693
H 0.86729 -2.10822 -1.61669
H -0.30727 -3.00541 -0.76192
H -1.88714 -2.12749 -2.29552
C 1.62452 2.95883 2.66458
C 0.63119 1.87584 2.11326
O -0.32835 2.52720 1.44084
H 2.15613 2.58284 3.52553
H 0.88118 3.76109 2.91228
H 2.17287 3.35709 1.81074
H 0.14199 1.26002 2.90027
H 1.16947 1.08106 1.52363
H -0.88505 1.93133 0.88185
C 0.18393 -2.32458 3.25550
Cl -0.95132 -1.49097 2.16580
Cl 1.81450 -1.55594 3.30092
Cl -0.57925 -2.45737 4.79567
Cl 0.41707 -3.99108 2.51468
*
```

---

[6]
Here is C7H18ClEuIN2O2P as an isolated structure at a distorted geometry from the OMol25 dataset. Energies are from wB97M-V/def2-TZVPD.

Results
HOMO (spin up / spin down): -14.8 / -14.8 eV
LUMO energy (spin up / spin down): -10.612 / -7.795 eV

```
! RIJCOSX wB97M-V def2-TZVPD def2/J DEFGRID3
* xyz 2 7
C -0.89122 -3.20602 1.33979
I -0.37567 -3.23749 -1.11057
H 0.13382 -2.94441 1.65629
H -0.96855 -4.24666 0.99082
H -1.48527 -3.18412 2.26750
Eu 0.66833 1.43737 0.33249
P -1.46285 1.78027 -1.63249
C -2.09624 0.32263 -2.53538
C -2.69500 1.90217 -0.27733
H -1.65675 4.10776 -2.24491
H -3.09505 3.17547 -2.77286
H -1.55003 3.06927 -3.69090
C -2.00091 3.16763 -2.69488
H -2.22798 2.31864 0.63484
H -3.50649 2.56529 -0.61611
H -2.91144 0.62740 -3.20641
H -2.44069 -0.44649 -1.83151
H -3.09220 0.90600 -0.03231
H -1.27233 -0.09552 -3.12631
C -1.42199 -2.23448 0.38823
O -2.13016 -1.26155 0.42763
Cl -0.20643 2.16943 2.59583
C 3.61169 0.91347 2.03860
N 3.74175 -0.50939 1.71088
C 2.85036 -1.12960 0.91967
N 3.02436 -2.44986 0.67995
O 1.83843 -0.53454 0.43417
H 2.62801 1.12764 2.49692
H 3.74429 1.54450 1.14247
H 4.38980 1.17917 2.75867
H 4.58136 -1.02589 1.97083
H 2.38969 -2.90122 0.03388
H 3.88537 -2.90687 0.95252
*
```